A | 2 unconnected molecules or ions with the total composition C4H10N2O, computed with ωB97M-V/def2-TZVPD.

Last column: Mulliken charge in e.
Element x y z (Å)
H 0.27842 0.39780 1.74901  0.265
N 0.11368 -0.58728 1.94988  -0.604
C -0.47919 -1.18441 0.99766  0.014
C -1.95968 -0.57706 0.34247  -0.959
H -0.72964 -2.22229 1.21138  0.386
H -2.30988 -1.32716 -0.36766  0.294
H -2.66016 -0.60974 1.17585  0.361
H -2.01009 0.43877 -0.04279  0.298
C 1.47021 1.57570 -0.33603  -1.143
C 0.49970 0.65830 -1.02701  0.600
N 0.84370 -0.73217 -0.96155  -0.394
O -0.41148 1.03314 -1.72748  -0.559
H 1.59595 1.30884 0.71077  0.308
H 2.45732 1.49419 -0.79305  0.339
H 1.09276 2.59434 -0.36065  0.309
H 1.81639 -0.98759 -0.83174  0.228
H 0.39201 -1.27337 -1.68908  0.259

Output
Gap between HOMO and LUMO in eV: 9.629
Total charge: 0
SMILES string: [H]/N=C\C.CC(N)=O
Lowest unoccupied orbital energy in Eh: 0.0275
E_HOMO in eV: -8.880

B | 2 unconnected molecules or ions with the total composition C4H10N2O, computed with ωB97M-V/def2-TZVPD.

Last column: Mulliken charge in e.
Element x y z (Å)
C -0.58714 0.07373 -1.63037  -0.523
N 0.81305 1.41702 -1.01194  -0.423
C 0.92143 1.00523 0.22596  0.322
O 1.55911 1.32868 1.22041  -0.657
N -0.02681 -0.14017 0.26954  0.286
C -1.11151 0.08558 1.21627  -1.078
C 0.67027 -1.39719 0.50959  -1.078
H -0.75752 -1.00828 -1.58939  0.261
H -1.49561 0.63337 -1.42865  0.265
H -0.18145 0.32147 -2.60749  0.295
H 1.40372 2.19486 -1.29301  0.205
H -1.82224 -0.74650 1.16766  0.333
H -1.62579 1.01630 0.95784  0.373
H -0.71080 0.17664 2.23372  0.345
H 1.44570 -1.52406 -0.25175  0.357
H 1.14177 -1.38504 1.49979  0.351
H -0.03897 -2.22977 0.44480  0.368

Output
Gap between HOMO and LUMO in eV: 9.074
Total charge: 0
Lowest unoccupied orbital energy in Eh: 0.0198
E_HOMO in eV: -8.536

C | C4H10N2O in the gas phase, computed with ωB97M-V/def2-TZVPD.

Last column: Mulliken charge in e.
Element x y z (Å)
N -1.09911 -1.41472 -0.52400  -0.678
C -0.23135 -0.31091 -0.18827  1.281
C -1.00582 0.89092 0.34121  -0.825
O -0.08739 1.98416 0.53550  -0.558
C 0.87047 -0.01206 -1.20463  -0.855
N 1.91058 -0.06762 -0.15154  -0.550
C 0.96626 -0.76478 0.73240  -0.818
H -1.56733 -1.22883 -1.40203  0.246
H -1.74139 -1.65322 0.24539  0.245
H -1.95012 1.18038 -0.20732  0.287
H -1.43866 0.49994 1.34223  0.328
H -0.68128 2.41700 1.46000  0.385
H 1.05962 -0.86596 -1.93916  0.299
H 0.89094 0.96268 -1.75414  0.269
H 2.03579 0.82583 0.26059  0.360
H 0.99582 -1.89778 0.64403  0.298
H 1.07298 -0.54502 1.80973  0.287

Output
Gap between HOMO and LUMO in eV: 8.839
Total charge: 0
SMILES string: NC1(CO)CNC1
Lowest unoccupied orbital energy in Eh: 0.0152
E_HOMO in eV: -8.425

D | 2 unconnected molecules or ions with the total composition C4H10N2O, computed with ωB97M-V/def2-TZVPD.

Last column: Mulliken charge in e.
Element x y z (Å)
C 1.52967 1.67263 0.22428  -1.066
C 1.09779 0.70810 -0.60547  0.634
N 1.44691 0.63805 -1.95628  -0.480
N 0.26003 -0.35621 -0.24456  -0.558
C -0.65812 -0.20864 0.71118  0.217
C -1.05199 -1.37114 1.55566  -1.357
H 1.27159 1.67681 1.27067  0.297
H 2.14235 2.48444 -0.13747  0.248
H 2.27531 1.15626 -2.20691  0.235
H 1.46056 -0.30493 -2.31635  0.259
H -0.87302 0.78561 1.10718  0.486
H -2.10528 -1.31505 1.83036  0.328
H -0.85472 -2.31082 1.04210  0.343
H -0.45903 -1.34323 2.47407  0.339
O -2.03453 -0.32373 -0.79007  -0.730
H -2.55143 -1.13752 -0.86744  0.314
H -0.89607 -0.45062 -1.09096  0.491

Output
Gap between HOMO and LUMO in eV: 8.712
Total charge: 0
SMILES string: C=C(N)/N=C/C.O
Lowest unoccupied orbital energy in Eh: 0.0322
E_HOMO in eV: -7.836

Stability check: which of them is most stable? A.

A | 2 unconnected molecules or ions with the total composition C4H10N2O, computed with ωB97M-V/def2-TZVPD.

Last column: Mulliken charge in e.
Element x y z (Å)
C -1.99595 -0.90665 -0.44446  -0.861
N -1.28230 0.32491 -0.62203  -0.045
N -0.15348 0.28768 -1.59988  0.170
O 0.02062 1.30684 -2.21426  -0.437
H -1.80290 -1.56891 -1.29387  0.296
H -1.63932 -1.41020 0.45688  0.235
H -3.07164 -0.74033 -0.34977  0.357
H -1.77692 1.21602 -0.57326  0.296
C 0.26766 0.93547 1.27309  -0.752
C 1.34486 0.67115 0.49984  0.007
C 1.99627 -0.67179 0.41171  -1.053
H -0.10663 1.94007 1.39460  0.290
H -0.13788 0.19173 1.94466  0.252
H 1.83159 1.48011 -0.02991  0.340
H 2.03122 -1.01146 -0.62541  0.287
H 3.02342 -0.62835 0.77964  0.337
H 1.45140 -1.41629 0.99244  0.279

Output
Gap between HOMO and LUMO (spin up / spin down) in eV: 8.629 / 8.629
Total charge: 0
SMILES string: CNN=O.C=CC
Lowest unoccupied orbital energy (spin up / spin down) in Eh: 0.0093 / 0.0093
E_HOMO (spin up / spin down) in eV: -8.376 / -8.376

B | C4H10N2O in the gas phase, computed with ωB97M-V/def2-TZVPD.

Last column: Mulliken charge in e.
Element x y z (Å)
C 0.73880 1.81097 -0.10931  -0.950
N 0.57659 0.49025 0.50732  0.234
C 1.49222 -0.06253 1.37664  -0.889
C -0.03220 -0.40490 -0.49790  -1.073
C -1.63908 -0.55421 -0.36256  0.602
N -2.25175 -1.68114 -0.98406  -0.411
O -2.16981 0.36923 0.20290  -0.545
H -0.18820 2.26608 -0.53861  0.228
H 1.47440 1.74906 -0.97123  0.312
H 1.13383 2.51724 0.63756  0.320
H 1.91752 0.48974 2.19764  0.293
H 0.97715 -0.95530 1.93776  0.270
H 2.39854 -0.48070 0.90433  0.360
H 0.25314 -0.34678 -1.54924  0.405
H 0.30177 -1.42196 -0.18790  0.394
H -3.22532 -1.63404 -0.91663  0.252
H -1.75758 -2.15101 -1.64672  0.198

Output
Gap between HOMO and LUMO in eV: 9.025
Total charge: 0
SMILES string: CN(C)CC(N)=O
Lowest unoccupied orbital energy in Eh: 0.0315
E_HOMO in eV: -8.168

Stability check: which of them is most stable? B.

A | 2 unconnected molecules or ions with the total composition C4H10N2O, computed with ωB97M-V/def2-TZVPD.

Last column: Mulliken charge in e.
Element x y z (Å)
H -1.59813 -0.79790 -0.36373  0.250
N -0.62619 -0.49347 0.01608  0.127
N -0.62006 -0.36700 1.22756  -0.672
C 0.70483 0.11246 1.74708  -0.248
C 1.24493 -1.25622 2.29003  -1.083
H 0.50039 0.79411 2.57524  0.281
H 1.28454 0.47670 0.93209  0.367
H 0.96238 -1.99480 1.48788  0.272
H 2.27755 -1.44988 2.39402  0.333
H 0.63316 -1.41681 3.07575  0.365
C -0.99008 1.42267 -2.11834  -1.070
C -0.21842 0.15368 -2.26910  0.252
O -0.72197 -0.89017 -2.55615  -0.510
H -0.81262 1.82934 -1.15032  0.316
H -2.15673 1.36862 -2.13245  0.276
H -0.68233 2.15586 -2.76799  0.394
H 0.81874 0.35280 -2.38766  0.350

Output
Gap between HOMO and LUMO in eV: 10.049
Total charge: 0
SMILES string: [H]/N=N/CC.CC=O
Lowest unoccupied orbital energy in Eh: 0.0338
E_HOMO in eV: -9.128

B | A molecular structure, C4H10N2O, computed with ωB97M-V/def2-TZVPD.

Last column: Mulliken charge in e.
Element x y z (Å)
C 1.68091 -1.07238 0.67712  -0.572
C 0.54856 2.02443 0.33519  -0.926
C -1.71156 0.24457 -1.00082  -1.052
N -0.20167 -1.24705 0.31083  -0.048
C -0.41385 -0.08248 -0.32834  0.424
O -0.82527 -2.36565 -0.32341  -0.445
N 0.59927 0.72201 -0.28401  -0.423
H -1.15279 -2.89432 0.41447  0.338
H 2.11765 -1.41951 -0.25151  0.279
H 2.19307 -0.21739 1.09691  0.244
H 1.60451 -1.85898 1.41886  0.299
H 1.57079 2.35102 0.53905  0.307
H 0.12603 2.75286 -0.36695  0.339
H -0.02488 2.05729 1.27051  0.294
H -2.20422 -0.65877 -1.35346  0.385
H -2.35963 0.76883 -0.29493  0.247
H -1.54693 0.89552 -1.85953  0.311

Output
Gap between HOMO and LUMO (spin up / spin down) in eV: 8.776 / 8.777
Total charge: 0
Lowest unoccupied orbital energy (spin up / spin down) in Eh: 0.0292 / 0.0292
E_HOMO (spin up / spin down) in eV: -7.982 / -7.983

C | C4H10N2O in the gas phase, computed with ωB97M-V/def2-TZVPD.

Last column: Mulliken charge in e.
Element x y z (Å)
C -0.81436 1.23731 2.25959  -1.178
C -0.38567 1.28949 0.80734  -0.358
C 0.30996 0.03738 0.27300  -0.369
N 0.37436 -0.09153 -1.18313  -0.231
C 1.02077 -1.19391 -1.79615  0.351
N 0.00341 -2.17401 -2.16661  -0.390
O 1.96377 -1.11302 -2.49102  -0.503
H -1.53843 2.02865 2.53086  0.312
H -1.14736 0.19680 2.55509  0.302
H 0.01099 1.26221 2.96906  0.316
H 0.36437 2.18003 0.77424  0.253
H -1.17237 1.70230 0.20533  0.439
H 1.30677 0.00152 0.53374  0.286
H -0.09979 -1.05616 0.61797  0.184
H 0.30441 0.75909 -1.63210  0.167
H -0.78078 -2.11239 -1.56760  0.214
H 0.27995 -2.95378 -2.68961  0.206

Output
Gap between HOMO and LUMO in eV: 9.835
Total charge: 0
SMILES string: CCCNC(N)=O
Lowest unoccupied orbital energy in Eh: 0.0316
E_HOMO in eV: -8.974

D | C4H10N2O in the gas phase, computed with ωB97M-V/def2-TZVPD.

Last column: Mulliken charge in e.
Element x y z (Å)
C -1.36754 0.99103 0.68387  -1.501
C -0.31962 -0.04950 0.25775  0.986
N -0.93473 -1.35282 0.23069  -0.748
N 0.64180 -0.18351 1.32184  -0.688
C 0.24379 0.34862 -1.11539  -0.772
C 1.56886 -0.28566 -1.42991  -0.125
O 2.63551 0.30986 -1.33071  -0.485
H -2.11080 1.15399 -0.10545  0.335
H -0.89577 1.95861 0.89773  0.368
H -1.90833 0.68951 1.58964  0.371
H -0.22606 -2.07122 0.12287  0.273
H -1.30963 -1.51427 1.16748  0.308
H 1.36867 -0.85304 1.08147  0.278
H 1.14071 0.70107 1.43814  0.271
H -0.45004 0.07468 -1.92072  0.391
H 0.38275 1.43494 -1.17872  0.380
H 1.54049 -1.35232 -1.71061  0.359

Output
Gap between HOMO and LUMO in eV: 10.454
Total charge: 0
SMILES string: CC(N)(N)CC=O
Lowest unoccupied orbital energy in Eh: 0.0309
E_HOMO in eV: -9.613

Stability check: which of them is most stable? D.

A | CH4N2Si in the gas phase, computed with ωB97M-V/def2-TZVPD.

Last column: Mulliken charge in e.
Element x y z (Å)
N -0.98137 1.68376 1.87809  -0.396
C -0.84546 0.75024 1.23281  0.307
N -0.68429 -0.24799 0.33854  -0.310
Si 0.62476 -0.30270 -0.82318  0.310
H -0.87966 -1.04756 0.88228  0.294
H 1.01469 0.94580 -1.66684  -0.060
H 0.02086 -1.09185 -1.85525  -0.078
H 1.73047 -0.68969 0.01355  -0.066

Output
Gap between HOMO and LUMO in eV: 10.723
Total charge: 0
SMILES string: N#CN[SiH3]
Lowest unoccupied orbital energy in Eh: 0.0186
E_HOMO in eV: -10.218

B | A molecular structure, CH4N2Si, computed with ωB97M-V/def2-TZVPD.

Last column: Mulliken charge in e.
Element x y z (Å)
C 0.17851 0.59927 1.12150  -0.071
N 0.33909 0.91131 -0.23648  -0.342
N 0.84479 -0.41950 0.30167  -0.298
Si -0.33651 -0.56940 -0.91741  0.396
H 0.88395 1.16469 1.76599  0.221
H -0.90770 0.14494 1.39047  0.178
H -1.79845 -0.39703 -1.13591  -0.058
H 0.79632 -1.43428 -2.28984  -0.026

Output
Gap between HOMO and LUMO in eV: 9.040
Total charge: 0
Lowest unoccupied orbital energy in Eh: 0.0029
E_HOMO in eV: -8.959

Stability check: which of them is most stable? A.

A | C6H12O in the gas phase, computed with ωB97M-V/def2-TZVPD.

Last column: Mulliken charge in e.
Element x y z (Å)
C 1.66094 0.32574 0.81438  -1.366
C 0.26778 -0.17939 1.20864  0.379
C -0.71861 0.97271 1.18193  -0.585
O -1.26168 0.97581 -0.14877  -0.461
C -1.04450 -0.30073 -0.81176  0.381
C -0.37136 -0.01372 -2.15374  -1.336
C -0.25647 -1.18569 0.18221  -0.833
H 1.96919 1.14675 1.46953  0.378
H 1.69228 0.70317 -0.21545  0.227
H 2.39132 -0.48403 0.89536  0.364
H 0.29915 -0.51866 2.24442  0.359
H -1.56707 0.99892 1.86755  0.326
H -0.07871 1.78711 1.65224  0.277
H -2.01020 -0.79115 -1.03111  0.265
H -1.04236 0.58941 -2.77483  0.331
H -0.12376 -0.92677 -2.71117  0.355
H 0.54621 0.56139 -2.00326  0.294
H 0.55723 -1.73070 -0.31501  0.318
H -0.90939 -1.93017 0.64885  0.327

Output
Gap between HOMO and LUMO in eV: 10.551
Total charge: 0
SMILES string: C[C@H]1CO[C@@H](C)C1
Lowest unoccupied orbital energy in Eh: 0.0399
E_HOMO in eV: -9.466

B | 2 unconnected molecules or ions with the total composition C6H12O, computed with ωB97M-V/def2-TZVPD.

Last column: Mulliken charge in e.
Element x y z (Å)
C 1.78670 1.51711 0.90422  -0.809
C 0.64042 1.45467 0.22726  -0.313
C -0.04444 0.23599 -0.19890  0.653
C -0.67970 0.35989 -1.58572  -1.686
C 0.17107 -1.02548 0.24866  -0.026
C 0.32946 -2.23320 -0.59333  -1.285
H 2.29346 0.63932 1.25926  0.318
H 2.29102 2.47466 0.83378  0.285
H 0.10393 2.38112 0.05184  0.312
H -1.50879 -0.31622 -1.78250  0.326
H -1.13012 1.32896 -1.72188  0.472
H 0.15256 0.25511 -2.28658  0.335
H 0.41984 -1.00667 1.31237  0.430
H -0.32980 -2.37011 -1.44639  0.345
H 1.35780 -2.29913 -0.97121  0.281
H 0.29892 -3.13867 0.02375  0.353
O -2.40113 0.76869 1.79809  -0.651
H -1.85078 0.90109 2.57707  0.316
H -1.90043 0.07288 1.35019  0.344

Output
Gap between HOMO and LUMO in eV: 9.153
Total charge: 0
SMILES string: C=C/C(C)=C/C.O
Lowest unoccupied orbital energy in Eh: 0.0237
E_HOMO in eV: -8.507

Stability check: which of them is most stable? A.